{"formula": "C45H90O21", "method": "ωB97M-V/def2-TZVPD", "e_above_lowest_kj_mol": 0.0, "energy_ev": -91123.8401, "homo_ev": -9.21, "orbital_gap_ev": 9.773, "smiles": "CCOC(C)=O.CCOC(C)=O.CCOC(C)=O.CCOC(C)=O.CCOC(C)=O.CCOC(C)=O.CCOC(C)=O.CCOC(C)=O.CCOC(C)=O.CC(C)=O.CC(C)=O.CC(C)=O", "species": ["H", "H", "H", "H", "C", "O", "C", "C", "O", "H", "C", "H", "C", "O", "H", "H", "H", "H", "C", "H", "H", "O", "C", "H", "O", "C", "O", "H", "H", "C", "O", "H", "H", "H", "C", "C", "C", "H", "H", "C", "C", "H", "H", "H", "C", "O", "O", "H", "C", "H", "H", "C", "H", "H", "H", "C", "H", "H", "C", "C", "H", "H", "H", "C", "C", "H", "O", "O", "H", "H", "H", "O", "H", "H", "C", "H", "C", "O", "O", "H", "H", "H", "H", "C", "H", "C", "H", "H", "O", "H", "H", "H", "O", "H", "O", "H", "C", "H", "C", "H", "H", "C", "C", "C", "H", "O", "H", "C", "H", "H", "H", "H", "H", "H", "H", "H", "C", "H", "H", "H", "H", "H", "H", "C", "H", "H", "H", "H", "C", "C", "O", "H", "C", "H", "O", "C", "C", "O", "C", "H", "H", "H", "H", "C", "H", "C", "H", "C", "H", "H", "H", "C", "C", "H", "H", "H"], "xyz": [[2.10, -2.17, -1.25], [-2.95, 1.33, -5.21], [2.15, 2.33, 2.62], [-0.35, -2.79, 5.13], [2.21, -2.89, -2.06], [-0.99, 6.95, 1.04], [-1.86, 7.52, 2.08], [1.80, -4.35, 2.95], [-1.61, -6.85, -2.64], [-4.15, -0.62, -0.87], [3.53, -2.68, -2.74], [1.06, 2.73, 4.83], [4.77, 2.14, 3.30], [3.82, -2.74, -3.92], [1.69, -5.34, 2.47], [4.94, -0.91, 3.49], [-3.20, 3.12, -3.68], [6.60, 2.70, 4.15], [-3.29, 7.15, 1.79], [0.90, -3.83, 2.75], [-1.83, 1.41, -0.22], [2.73, -2.33, 2.33], [-5.85, 0.79, 0.12], [-1.80, 2.29, 1.32], [4.41, -2.31, -1.80], [-1.90, -2.66, -2.52], [-4.91, 0.66, 0.90], [2.35, -3.85, -1.57], [1.44, -1.20, -4.82], [3.18, 1.95, -0.83], [2.02, -2.48, 5.91], [-5.59, -2.42, 0.17], [-2.74, -4.60, -2.05], [0.71, -1.08, 0.85], [1.79, -0.18, -4.66], [2.55, 3.13, 3.21], [-6.52, 6.01, -2.27], [4.47, 1.24, -2.29], [0.94, -6.70, 1.18], [4.40, 1.13, -1.20], [-2.09, -4.15, -2.78], [1.84, 4.29, 4.90], [-4.98, -0.95, -2.39], [-3.74, 0.52, -3.80], [-5.09, 5.59, -1.90], [-0.52, 0.57, -4.38], [4.75, 2.00, 2.09], [-1.95, -2.17, 3.05], [0.04, -1.82, 4.74], [-6.73, 2.32, 1.21], [7.41, -2.91, -3.24], [-0.68, -6.11, -2.85], [-1.74, 3.75, -2.73], [-2.81, -0.43, -5.09], [5.61, -0.50, 1.98], [-3.61, 3.77, -1.74], [6.21, -1.47, -1.44], [1.24, -5.73, -3.78], [-2.07, -3.75, 1.59], [5.05, -1.32, 2.46], [-1.54, 7.12, 3.08], [5.29, 1.49, -0.73], [-3.15, 4.25, -0.83], [3.58, 3.38, -0.57], [-1.70, 1.36, 0.84], [-7.26, 5.56, -1.61], [2.05, 1.47, -0.82], [-1.07, 4.87, 1.99], [-7.20, 2.30, -0.53], [5.64, -2.22, 2.43], [0.01, -7.25, -0.14], [-0.81, -4.75, -2.86], [2.07, 0.23, 5.52], [-6.58, 7.08, -2.25], [-0.20, -0.67, 0.51], [0.35, -4.78, 0.13], [5.77, -2.00, -2.30], [4.02, -4.15, 1.89], [-6.05, 0.15, -1.05], [2.89, 3.89, 2.49], [-2.34, -3.70, 3.75], [6.39, 0.95, 3.91], [5.56, 1.75, 5.22], [-2.82, 3.87, -2.98], [0.89, -7.44, -3.58], [-0.55, -5.34, 0.50], [5.69, -1.28, -3.16], [1.37, -2.90, -2.75], [3.71, 2.64, 3.94], [-3.34, 6.08, 1.73], [-2.88, -2.23, -2.38], [-1.31, -5.32, -0.27], [-1.03, -4.57, 1.69], [1.75, -0.04, 3.81], [-1.67, 0.50, -2.49], [5.87, -3.82, -3.36], [5.89, 1.88, 4.20], [-3.89, 7.60, 2.61], [1.45, 3.56, 4.20], [4.34, 3.32, 0.19], [-2.59, -4.32, -3.73], [-6.99, 1.72, 0.36], [-5.63, -2.33, -0.89], [3.00, -3.65, 2.37], [1.33, -6.45, -2.20], [-4.94, 4.23, -2.02], [-3.75, 2.74, -1.55], [-2.87, 0.48, -4.49], [-4.94, -3.06, -1.38], [-7.84, 1.08, 0.53], [0.55, 3.98, 3.69], [2.77, -0.34, -4.17], [-1.43, -2.48, -1.59], [0.06, -1.63, 3.63], [3.82, -1.71, 0.70], [2.74, 3.94, -0.14], [-2.47, -3.07, 2.91], [-2.62, 0.79, 1.14], [4.24, 0.06, -1.07], [-0.74, -7.26, 1.49], [6.81, -3.74, -1.76], [-2.88, 4.92, -3.39], [-1.63, 8.59, 2.01], [-0.10, -6.75, 0.82], [1.97, 0.34, -5.61], [-0.15, -0.50, -0.62], [1.88, -4.60, 3.98], [-0.62, 5.23, -0.91], [6.52, -3.23, -2.70], [-0.67, 5.66, 1.15], [-2.70, -3.58, 0.55], [-3.56, -2.96, 2.78], [-1.64, 0.54, -3.68], [3.26, -0.70, 4.56], [0.34, 1.04, 2.04], [0.76, -6.44, -3.14], [-0.44, 0.62, 1.20], [-4.29, 6.39, -1.45], [0.79, 0.50, -3.71], [-3.63, 7.58, 0.81], [0.44, 4.15, -0.08], [3.97, 3.83, -1.47], [0.61, 0.06, -2.75], [0.10, 5.17, -0.09], [-6.79, 5.62, -3.23], [2.25, -0.47, 4.68], [-1.54, -2.19, -3.45], [1.46, -1.66, 5.19], [-6.63, -2.43, -1.25], [0.93, 1.60, -3.53], [3.21, -0.45, 1.75], [3.68, -1.44, 1.74], [-5.09, -0.95, -1.29], [-1.02, -1.37, 0.60], [-0.55, -0.95, 5.07], [0.93, 5.84, -0.30]]}


{"formula": "C4H13N2S", "method": "ωB97M-V/def2-TZVPD", "total_charge": -1, "e_above_lowest_kj_mol": 38.5, "energy_ev": -18175.1279, "homo_ev": -2.81, "orbital_gap_ev": 6.973, "species": ["H", "N", "C", "H", "H", "H", "H", "C", "H", "H", "H", "C", "C", "H", "H", "H", "N", "H", "S", "H"], "xyz": [[0.93, 2.46, -2.41], [0.09, 2.05, -2.81], [-0.73, -1.12, 2.63], [-0.52, 0.26, -3.60], [-1.99, 0.62, 3.01], [0.89, -0.95, 1.46], [-1.00, -1.55, 3.62], [0.88, -0.25, -2.03], [0.70, -2.51, 2.10], [1.19, 0.72, -3.97], [-0.28, 0.93, 3.39], [0.41, 0.68, -3.18], [-0.96, 0.39, 2.71], [0.92, -1.31, -2.35], [-0.52, 1.95, -1.99], [-1.43, -1.54, 1.84], [0.63, -1.49, 2.31], [-0.85, 0.77, 1.68], [-0.24, -0.17, -0.62], [1.89, 0.08, -1.79]]}


{"formula": "C5H9N", "method": "ωB97M-V/def2-TZVPD", "e_above_lowest_kj_mol": 206.7, "energy_ev": -6818.8529, "homo_ev": -8.29, "orbital_gap_ev": 9.432, "species": ["C", "H", "H", "C", "H", "H", "H", "H", "H", "C", "C", "H", "N", "C", "H"], "xyz": [[0.03, 1.21, -0.55], [-0.31, 1.06, 1.71], [1.89, 0.02, 1.05], [0.88, -0.45, 0.94], [-1.44, -1.36, 0.30], [-0.52, -0.55, -2.09], [1.68, -1.43, -0.84], [-0.80, 1.82, -0.88], [1.04, 1.69, -0.73], [-0.17, 0.56, 0.80], [-1.29, -0.28, 0.08], [0.70, -1.07, 1.87], [0.74, -1.13, -0.34], [-0.25, -0.29, -1.04], [-2.16, 0.20, -0.29]]}


{"formula": "C3H4N2O", "method": "ωB97M-V/def2-TZVPD", "e_above_lowest_kj_mol": 803.5, "energy_ev": -8195.5573, "homo_ev": [-7.90, -7.90], "orbital_gap_ev": [7.636, 7.633], "smiles": "O=NCN1C=C1", "species": ["C", "H", "H", "O", "H", "N", "H", "C", "N", "C"], "xyz": [[0.10, -0.76, -1.19], [1.01, -0.25, -1.38], [-0.79, 1.68, 0.54], [0.32, 0.60, 2.86], [0.76, 1.28, 0.19], [-0.84, -0.04, -0.35], [-1.04, -2.31, 0.22], [-0.18, 0.86, 0.59], [0.16, 0.11, 1.76], [-0.65, -1.46, -0.27]]}


{"formula": "C2H4ClOP", "method": "ωB97M-V/def2-TZVPD", "e_above_lowest_kj_mol": 111.0, "energy_ev": -25996.7731, "homo_ev": -8.84, "orbital_gap_ev": 9.170, "species": ["C", "Cl", "H", "P", "H", "C", "O", "H", "H"], "xyz": [[0.85, -0.36, 0.01], [-0.80, 0.89, 2.45], [1.44, 0.17, 0.66], [-1.00, -0.64, 1.14], [1.23, -1.37, -0.22], [-0.18, 0.26, -0.91], [-1.41, 0.11, -0.27], [-0.20, -0.38, -1.92], [0.08, 1.30, -0.95]]}


{"formula": "C6H6", "method": "ωB97M-V/def2-TZVPD", "e_above_lowest_kj_mol": 426.7, "energy_ev": -6314.7779, "homo_ev": -9.90, "orbital_gap_ev": 10.869, "smiles": "C#CCCC#C", "species": ["H", "C", "C", "H", "C", "C", "C", "H", "H", "H", "C", "H"], "xyz": [[-3.35, -1.55, 0.35], [-2.67, -0.80, 0.10], [2.74, -0.73, -0.15], [-0.13, 0.26, -1.45], [-1.75, -0.07, -0.15], [-0.51, 0.63, -0.47], [1.67, -0.15, 0.08], [3.71, -1.17, -0.48], [-0.01, -0.04, 1.37], [0.71, 1.48, 0.92], [0.48, 0.51, 0.58], [-0.90, 1.63, -0.70]]}


{"formula": "C8H15O5Yb", "method": "ωB97M-V/def2-TZVPD", "total_charge": 2, "energy_ev": -50282.1703, "homo_ev": [-14.64, -14.68], "orbital_gap_ev": [5.129, 5.145], "spin_multiplicity": 2, "s2": 0.7562, "species": ["H", "H", "H", "H", "H", "Yb", "H", "O", "C", "C", "C", "H", "H", "H", "C", "C", "H", "H", "O", "O", "H", "H", "H", "C", "C", "C", "O", "O", "H"], "xyz": [[-3.27, -1.36, 0.15], [-3.85, 1.43, -0.93], [2.72, 0.39, 2.19], [-0.61, -1.30, -0.49], [-4.60, -0.28, 0.61], [-1.20, 1.51, 0.83], [2.27, 1.85, -0.49], [-1.97, 0.72, -1.21], [-3.53, -0.30, 0.34], [-3.37, 0.44, -0.99], [3.30, -0.15, -1.58], [-0.76, -1.18, -2.22], [3.56, -1.15, -1.93], [-0.95, 0.29, -2.78], [2.13, 1.02, 1.52], [-0.13, -1.78, 0.77], [2.99, 0.65, -2.28], [3.81, 1.83, 0.46], [-0.52, -2.86, 1.09], [0.87, 0.40, 1.26], [1.96, 1.98, 2.02], [-3.77, -0.11, -1.85], [1.70, -1.43, 1.78], [0.71, -0.95, 1.72], [-1.22, -0.26, -1.87], [2.88, 1.30, 0.24], [-2.69, 0.21, 1.32], [3.28, 0.02, -0.36], [0.25, -0.94, 2.72]]}


{"formula": "C3H2BrClFO2", "method": "ωB97M-V/def2-TZVPD", "total_charge": -1, "e_above_lowest_kj_mol": 374.8, "energy_ev": -92518.5961, "homo_ev": [-4.98, -4.10], "orbital_gap_ev": [8.259, 6.566], "species": ["F", "O", "Br", "H", "C", "O", "Cl", "C", "C", "H"], "xyz": [[3.55, -0.40, 1.32], [2.57, 1.76, -1.28], [2.18, -0.96, -0.88], [-1.56, 1.70, -1.19], [3.09, 1.66, -0.13], [3.78, 2.31, 0.61], [-1.21, 0.00, 0.47], [2.65, 0.23, 0.47], [-1.25, 0.59, -1.16], [-0.26, 0.41, -1.78]]}


{"formula": "C12H42Ag3N16O11", "method": "ωB97M-V/def2-TZVPD", "total_charge": 1, "energy_ev": -71481.5737, "homo_ev": -10.35, "orbital_gap_ev": 5.391, "species": ["H", "O", "H", "N", "C", "N", "H", "H", "N", "H", "H", "N", "N", "Ag", "H", "H", "H", "H", "H", "H", "H", "O", "H", "N", "C", "C", "H", "N", "H", "O", "C", "H", "C", "H", "H", "H", "H", "H", "C", "C", "H", "H", "N", "H", "H", "O", "H", "O", "O", "N", "C", "O", "N", "H", "N", "O", "O", "Ag", "N", "O", "N", "H", "O", "N", "H", "C", "H", "H", "H", "N", "H", "H", "C", "C", "C", "H", "H", "H", "Ag", "H", "H", "N", "H", "H"], "xyz": [[-9.25, -10.49, 16.81], [-12.98, -11.92, 12.78], [-10.29, -12.90, 13.83], [-12.86, -7.43, 14.58], [-10.84, -5.79, 11.50], [-10.25, -13.28, 8.76], [-7.55, -10.21, 16.93], [-11.79, -8.56, 12.94], [-8.38, -10.26, 16.36], [-11.07, -9.98, 11.30], [-12.69, -10.01, 12.99], [-13.53, -9.14, 4.64], [-13.49, -6.68, 8.17], [-7.87, -11.06, 10.98], [-12.68, -11.31, 5.05], [-10.76, -15.38, 9.27], [-13.70, -8.20, 4.32], [-13.54, -8.95, 7.44], [-15.11, -11.02, 10.43], [-13.44, -5.76, 8.60], [-12.19, -12.56, 9.54], [-14.04, -12.61, 7.95], [-5.95, -13.10, 7.04], [-13.03, -12.11, 9.89], [-12.48, -9.29, 5.35], [-13.35, -8.54, 14.21], [-12.19, -6.99, 13.96], [-15.15, -11.54, 9.57], [-10.40, -10.24, 15.02], [-14.41, -9.02, 14.64], [-8.34, -9.98, 15.08], [-12.93, -6.98, 7.39], [-12.09, -12.40, 13.53], [-9.81, -15.54, 10.74], [-5.27, -12.35, 5.62], [-12.48, -4.44, 12.00], [-11.14, -8.39, 10.78], [-8.14, -10.82, 7.67], [-12.25, -5.32, 11.40], [-10.48, -9.25, 10.75], [-9.54, -9.66, 13.58], [-13.22, -11.97, 10.87], [-10.14, -14.98, 9.96], [-9.99, -10.81, 9.26], [-11.24, -9.81, 8.74], [-9.23, -9.22, 8.36], [-10.91, -12.33, 12.15], [-9.32, -12.93, 10.78], [-14.96, -7.21, 9.63], [-12.23, -10.56, 5.56], [-10.28, -9.75, 9.25], [-11.97, -8.37, 5.97], [-7.52, -11.59, 7.47], [-10.13, -4.97, 11.46], [-10.95, -12.66, 13.10], [-9.42, -9.06, 11.66], [-6.94, -10.43, 5.62], [-7.82, -8.18, 6.53], [-14.10, -8.81, 8.26], [-10.74, -6.39, 12.82], [-12.53, -9.09, 13.37], [-9.89, -12.37, 8.49], [-7.23, -9.74, 14.59], [-6.05, -12.48, 6.25], [-13.28, -12.53, 14.99], [-9.87, -13.70, 9.92], [-13.23, -6.79, 15.27], [-11.59, -13.08, 15.33], [-11.49, -10.74, 6.23], [-12.32, -12.71, 14.73], [-16.07, -11.80, 9.23], [-10.48, -6.43, 10.70], [-6.86, -11.40, 6.36], [-14.10, -12.18, 9.11], [-14.22, -7.55, 8.78], [-14.64, -9.54, 8.70], [-10.87, -13.86, 8.22], [-14.07, -9.90, 4.24], [-7.95, -7.82, 9.92], [-10.27, -7.21, 12.62], [-7.14, -12.26, 8.12], [-9.55, -10.01, 14.53], [-13.03, -6.08, 11.47], [-12.33, -5.06, 10.34]]}


{"formula": "C2H3F3NO2S", "method": "ωB97M-V/def2-TZVPD", "total_charge": -1, "e_above_lowest_kj_mol": 165.0, "energy_ev": -26694.5383, "homo_ev": -4.93, "orbital_gap_ev": 8.527, "species": ["H", "O", "F", "S", "F", "C", "H", "F", "O", "N", "C", "H"], "xyz": [[0.71, -0.87, -0.68], [-1.08, 0.44, 2.16], [1.35, 2.73, -1.86], [-0.81, 0.24, 0.78], [0.44, 0.88, -1.71], [0.13, 2.18, -1.31], [1.26, -0.78, 0.98], [-0.85, 2.54, -2.30], [-1.91, 0.23, -0.12], [-0.03, 2.47, -0.02], [0.36, -0.80, 0.42], [-0.87, 2.87, 0.31]]}


{"formula": "C11H16ClP", "method": "ωB97M-V/def2-TZVPD", "e_above_lowest_kj_mol": 31.4, "energy_ev": -33475.7352, "homo_ev": -7.66, "orbital_gap_ev": 8.244, "smiles": "C=[P@@](Cl)(c1ccccc1)C(C)(C)C", "species": ["H", "H", "C", "H", "P", "C", "C", "H", "H", "H", "C", "C", "H", "H", "C", "Cl", "H", "H", "C", "C", "H", "H", "H", "H", "C", "H", "H", "C", "C"], "xyz": [[0.74, -2.30, 0.45], [0.35, -0.75, 2.15], [-3.19, 0.92, 1.02], [-3.65, 1.66, 1.62], [0.51, 0.78, -0.68], [0.90, 0.37, -2.29], [3.09, 0.17, 0.07], [3.28, 1.29, 0.00], [2.20, -0.53, 2.52], [3.27, -0.32, -0.82], [-3.16, -0.77, -0.56], [-1.87, 1.22, 0.73], [-4.97, -0.07, 0.29], [-1.41, -0.95, -1.81], [-1.24, 0.52, -0.25], [0.85, 2.57, 0.16], [1.21, 0.93, 2.23], [-1.59, 2.18, 1.08], [1.66, -0.27, 0.41], [1.34, -0.11, 1.83], [1.98, 0.26, -2.46], [3.91, -0.23, 0.75], [1.00, -1.53, -1.17], [-3.69, -1.40, -1.19], [1.47, -1.67, -0.06], [2.41, -2.30, -0.22], [0.40, 0.81, -3.14], [-3.92, 0.00, 0.29], [-1.87, -0.49, -0.92]]}


{"formula": "C33H26FGeHfNO3Se2Te2", "method": "ωB97M-V/def2-TZVPD", "total_charge": -2, "e_above_lowest_kj_mol": 26.2, "energy_ev": -248099.4733, "homo_ev": -0.66, "orbital_gap_ev": 4.272, "species": ["Hf", "N", "C", "C", "H", "H", "C", "Te", "C", "C", "C", "C", "H", "C", "Se", "C", "H", "C", "C", "C", "H", "H", "H", "H", "C", "C", "C", "C", "Te", "C", "C", "H", "H", "C", "C", "F", "H", "H", "C", "O", "C", "C", "C", "O", "C", "O", "C", "H", "H", "H", "H", "C", "C", "H", "H", "H", "C", "Se", "H", "C", "H", "C", "H", "H", "Ge", "C", "C", "H", "H", "H"], "xyz": [[-0.31, -0.94, -0.10], [2.57, -0.86, 4.14], [-2.92, 4.70, -2.53], [-3.09, 3.78, -0.32], [-2.56, 1.70, -0.12], [0.57, -1.17, -3.69], [-2.47, 3.47, -3.00], [-1.77, -3.69, 0.25], [-2.65, 2.55, -0.79], [1.33, 0.27, 2.43], [-4.74, -0.12, -5.63], [1.41, -1.43, 4.65], [4.85, -2.58, 5.96], [-0.89, -2.58, 5.63], [-1.63, -2.49, -2.00], [0.31, -2.71, 6.34], [4.00, 1.34, -4.10], [-2.73, 0.15, -6.91], [1.00, -0.18, -3.68], [0.20, 0.92, -3.33], [2.94, -0.90, -4.19], [-3.57, 5.81, -0.81], [4.49, -0.53, 4.89], [0.24, 3.04, -2.96], [-4.09, -0.08, -6.86], [-2.65, 0.33, -4.49], [0.20, -1.26, 3.98], [2.17, 2.33, -3.55], [-4.21, -3.40, 1.33], [-4.02, 0.08, -4.46], [-2.32, 2.38, -2.14], [2.77, -3.03, 7.30], [4.77, -1.10, 2.47], [2.35, -0.03, -3.96], [2.47, 0.02, 3.13], [-1.98, -3.17, 6.15], [0.31, -3.27, 7.27], [5.58, -2.31, 3.47], [2.79, -2.23, 6.56], [0.57, 0.96, 0.30], [3.86, -2.49, 5.51], [3.92, -1.37, 4.47], [-2.01, 0.35, -5.73], [2.36, 1.98, 1.18], [-1.94, -0.62, -1.40], [-0.85, -0.58, 2.01], [-0.97, -1.87, 4.46], [-2.21, 0.18, -7.86], [3.99, -2.64, 2.72], [-1.89, -1.81, 3.89], [3.00, -1.30, 7.09], [0.17, -0.50, 2.74], [0.82, 2.17, -3.26], [3.38, 0.51, 2.80], [-4.65, -0.24, -7.78], [-5.81, -0.31, -5.58], [2.94, 1.23, -3.90], [1.82, -2.29, -0.04], [-3.03, 5.53, -3.21], [1.45, 1.17, 1.22], [2.63, 3.30, -3.46], [-3.22, 4.86, -1.18], [-0.95, 0.54, -5.78], [-3.33, 3.89, 0.73], [-1.69, 0.62, -2.78], [4.61, -1.88, 3.20], [1.46, -2.14, 5.86], [-2.24, 3.35, -4.05], [3.64, -3.43, 5.00], [-4.53, 0.03, -3.50]]}